Record 1
Molecular formula: C31H15ClF3N5O5V
Method: DFT, ωB97M-V/def2-TZVPD

Positions of all 61 atoms, in Å:
1 V 0.30225 0.57554 -0.03220
2 O -3.36593 5.69426 1.47855
3 C -3.62375 4.59633 0.71604
4 O -4.48132 4.62459 -0.11336
5 C -2.80855 3.40631 1.08504
6 C -2.94898 2.65586 2.22938
7 Cl -4.06272 2.85128 3.51661
8 N -2.07768 1.62130 2.17447
9 N -1.36910 1.68544 1.03062
10 C -1.80280 2.73960 0.36552
11 C -1.09955 3.08050 -0.94588
12 O -1.39588 4.14632 -1.47483
13 O -0.28067 2.18362 -1.29778
14 C -1.95166 0.53650 3.09805
15 C -1.61520 0.81585 4.41409
16 C -1.48229 -0.23950 5.30219
17 C -1.66855 -1.54071 4.85535
18 C -1.98334 -1.79743 3.52927
19 C -2.13351 -0.75180 2.62808
20 H -2.56597 5.52245 1.99051
21 H -1.43154 1.83485 4.72450
22 H -1.18883 -0.04180 6.32479
23 H -1.54173 -2.36659 5.54510
24 H -2.09923 -2.81538 3.18133
25 H -2.32150 -0.92425 1.57545
26 F 8.64028 0.20077 -4.89531
27 C 7.58384 -0.52691 -5.34643
28 F 8.03528 -1.79232 -5.49862
29 F 7.34481 -0.06116 -6.60158
30 C 6.39767 -0.43121 -4.45494
31 C 5.80149 -1.56462 -3.91661
32 C 4.69660 -1.44346 -3.09510
33 C 4.14951 -0.18904 -2.78400
34 C 4.76899 0.94729 -3.34648
35 C 5.87034 0.82812 -4.16437
36 C 3.02237 -0.04798 -1.94071
37 C 2.03847 0.11247 -1.22742
38 H 6.20265 -2.54454 -4.13842
39 H 4.23206 -2.32523 -2.67459
40 H 4.35477 1.91973 -3.11833
41 H 6.32873 1.71636 -4.58262
42 C -1.17331 -0.86077 -0.65651
43 C -2.04038 -1.69703 -0.87794
44 C -3.04728 -2.67203 -1.12603
45 C -2.74909 -4.04308 -1.14935
46 C -3.73448 -4.98857 -1.37553
47 C -5.05261 -4.60165 -1.58645
48 C -5.36586 -3.24770 -1.56900
49 C -4.38300 -2.29927 -1.34386
50 H -1.72272 -4.34593 -0.98612
51 H -3.47027 -6.04015 -1.38754
52 H -5.82264 -5.34288 -1.76317
53 H -6.38783 -2.92531 -1.73340
54 H -4.62861 -1.24505 -1.33393
55 O 0.95411 0.07360 1.75652
56 N 1.25835 0.25130 2.97400
57 C 1.61575 1.47980 3.32580
58 C 1.62931 2.59379 2.43993
59 N 1.64160 3.50981 1.73859
60 C 1.89202 1.67196 4.70972
61 N 2.11710 1.83778 5.82891

Atomic forces in eV per Å
V -0.7 0.4 -1.1
O 0.0 0.0 -0.1
C 0.0 0.1 0.0
O 0.0 0.0 0.1
C -0.2 0.0 0.1
C 0.0 0.0 -0.1
Cl 0.0 0.0 -0.1
N -0.1 0.1 0.1
N -0.2 -0.1 0.1
C 0.4 0.0 -0.2
C -0.1 -0.2 0.3
O 0.0 0.1 -0.1
O 0.1 0.1 -0.1
C 0.1 0.2 -0.1
C -0.1 -0.2 0.0
C 0.0 0.1 -0.1
C 0.0 -0.1 0.1
C 0.0 0.1 -0.1
C 0.1 -0.1 0.2
H 0.0 0.0 0.0
H 0.0 0.0 0.0
H 0.0 0.0 0.0
H 0.0 0.0 0.0
H 0.0 0.0 0.0
H 0.0 0.0 0.0
F -0.1 -0.1 -0.1
C 0.1 0.0 0.0
F 0.0 0.1 0.0
F 0.0 0.0 0.1
C 0.0 0.0 0.0
C 0.0 0.0 0.0
C -0.1 0.0 0.0
C 0.1 0.1 -0.1
C 0.0 -0.1 0.0
C 0.0 -0.1 0.0
C 0.0 -0.1 0.1
C -0.1 0.0 0.2
H 0.0 0.0 0.0
H 0.0 0.0 0.0
H 0.0 0.0 0.0
H 0.0 0.0 0.0
C 0.3 0.1 0.1
C 0.0 0.0 0.0
C -0.1 -0.1 0.0
C 0.1 0.0 0.0
C 0.0 0.0 0.0
C 0.0 0.0 0.0
C 0.0 0.0 0.0
C 0.0 0.0 0.0
H 0.0 0.0 0.0
H 0.0 0.0 0.0
H 0.0 0.0 0.0
H 0.0 0.0 0.0
H 0.0 0.0 0.0
O 0.7 -0.2 1.2
N -0.2 -0.4 -0.6
C -0.1 0.0 0.2
C 0.1 0.1 -0.1
N 0.0 -0.1 0.1
C 0.1 0.1 0.0
N 0.0 0.0 0.0

As for the total charge: -2. As for the relative energy (zero: lowest compared OMol25 entry of this formula, charge and spin): 0.0 kJ/mol. The frontier orbital gap (alpha / beta) comes out at 0.1924 / 0.2669 Ha. As for the molecular weight: 680.88 g/mol. Its expectation value of S² is 3.7795. The multiplicity is 4. As for the energy: -96439.873 eV.

Löwdin atomic charges, in units of e: atom 1 (V): 0.645, atom 2 (O): 0.098, atom 3 (C): -0.482, atom 4 (O): 0.136, atom 5 (C): -0.082, atom 6 (C): -0.591, atom 7 (Cl): 0.755, atom 8 (N): -0.045, atom 9 (N): 0.105, atom 10 (C): -0.108, atom 11 (C): -0.609, atom 12 (O): 0.034, atom 13 (O): -0.109, atom 14 (C): -0.220, atom 15 (C): -0.057, atom 16 (C): -0.084, atom 17 (C): -0.094, atom 18 (C): -0.061, atom 19 (C): 0.007, atom 20 (H): 0.113, atom 21 (H): 0.111, atom 22 (H): 0.100, atom 23 (H): 0.095, atom 24 (H): 0.105, atom 25 (H): 0.086, atom 26 (F): 0.108, atom 27 (C): -0.570, atom 28 (F): 0.108, atom 29 (F): 0.109, atom 30 (C): -0.164, atom 31 (C): -0.034, atom 32 (C): -0.032, atom 33 (C): -0.261, atom 34 (C): -0.022, atom 35 (C): -0.033, atom 36 (C): -0.169, atom 37 (C): -0.045, atom 38 (H): 0.107, atom 39 (H): 0.112, atom 40 (H): 0.117, atom 41 (H): 0.115, atom 42 (C): -0.059, atom 43 (C): -0.177, atom 44 (C): -0.275, atom 45 (C): -0.054, atom 46 (C): -0.119, atom 47 (C): -0.135, atom 48 (C): -0.117, atom 49 (C): -0.050, atom 50 (H): 0.108, atom 51 (H): 0.088, atom 52 (H): 0.082, atom 53 (H): 0.090, atom 54 (H): 0.110, atom 55 (O): -0.273, atom 56 (N): -0.007, atom 57 (C): -0.337, atom 58 (C): -0.206, atom 59 (N): 0.166, atom 60 (C): -0.233, atom 61 (N): 0.107

=====

Record 2
Molecular formula: C3H7LaO2
Method: DFT, ωB97M-V/def2-TZVPD

Positions of all 13 atoms, in Å:
1 C -0.12405 1.50406 -0.41432
2 O -1.30185 1.21732 0.36271
3 C -1.83371 0.03204 0.37978
4 C -1.81775 -0.91714 -0.60826
5 H 0.85197 0.93660 0.29298
6 H -0.42332 2.53639 -0.66346
7 H 0.54553 1.70970 -1.26322
8 H -2.21460 -0.22007 1.37400
9 H -1.65796 -0.64146 -1.65483
10 H -2.31339 -1.86208 -0.36682
11 La 0.67346 -2.01412 -0.41936
12 O 2.09180 -0.51234 0.60317
13 H 2.78626 0.00027 0.18638

Atomic forces in eV per Å
C 3.4 1.0 3.0
O -0.6 -1.8 -1.4
C 0.1 -0.4 0.6
C 1.0 -0.7 0.2
H -2.8 3.1 -1.0
H 1.2 1.2 2.1
H -1.4 -2.9 -3.0
H -0.4 0.2 -0.3
H -0.1 0.1 0.1
H -0.4 0.3 -0.3
La 1.8 2.2 1.5
O -2.4 -2.8 -1.7
H 0.6 0.3 0.1

As for the total charge: +2. As for the relative energy (zero: lowest compared OMol25 entry of this formula, charge and spin): 73.4 kJ/mol. The frontier orbital gap comes out at 0.2616 Ha. As for the molecular weight: 213.99 g/mol. As for the energy: -8156.232 eV.

Löwdin atomic charges, in units of e: atom 1 (C): -0.106, atom 2 (O): -0.022, atom 3 (C): -0.212, atom 4 (C): -0.173, atom 5 (H): 0.138, atom 6 (H): 0.125, atom 7 (H): 0.114, atom 8 (H): 0.166, atom 9 (H): 0.087, atom 10 (H): 0.074, atom 11 (La): 2.310, atom 12 (O): -0.511, atom 13 (H): 0.011